Density functional theory data (ωB97M-V/def2-TZVPD) for C24H29N9S2Zr as an isolated structure.

```
! wB97M-V def2-TZVPD RIJCOSX def2/J DEFGRID3
* xyz 4 1
Zr -0.02 -0.38 0.13
C -1.61 -1.90 2.48
C -1.75 -2.74 1.21
N -1.72 -1.91 -0.05
C -3.07 -1.37 -0.43
C -3.57 -0.26 0.48
S -2.31 1.04 0.80
C -2.22 1.08 2.62
C -0.99 0.37 3.19
N -0.59 -0.81 2.36
H -2.56 -1.46 2.74
H -1.36 -2.57 3.30
H -0.94 -3.47 1.14
H -2.68 -3.31 1.26
H -1.50 -2.58 -0.79
H -3.01 -1.00 -1.45
H -3.81 -2.17 -0.43
H -4.42 0.23 0.00
H -3.93 -0.64 1.44
H -2.20 2.13 2.91
H -3.15 0.67 3.01
H -0.14 1.05 3.23
H -1.20 0.06 4.21
H 0.26 -1.17 2.78
S -0.44 6.53 -2.97
N 0.24 6.05 -1.60
C 0.09 4.74 -1.53
C 0.56 3.89 -0.47
C 1.29 4.36 0.63
C 1.75 3.47 1.58
C 1.44 2.13 1.44
N 0.71 1.65 0.42
C 0.29 2.51 -0.56
C -0.41 1.96 -1.71
N -0.61 0.61 -1.74
C -1.15 0.07 -2.84
C -1.58 0.82 -3.92
C -1.45 2.19 -3.87
C -0.84 2.79 -2.76
C -0.60 4.20 -2.65
N -0.95 5.12 -3.53
H 1.50 5.43 0.71
H 2.34 3.80 2.42
H 1.80 1.41 2.16
H -1.25 -1.01 -2.86
H -2.02 0.33 -4.78
H -1.80 2.82 -4.68
C 2.41 -5.10 2.31
C 2.98 -4.06 1.30
C 2.06 -3.00 1.04
N 1.29 -2.16 0.85
H 3.15 -5.89 2.43
H 1.49 -5.55 1.94
H 2.23 -4.65 3.28
H 3.23 -4.55 0.36
H 3.91 -3.64 1.70
N 2.00 -1.22 -2.52
C 3.28 -1.04 -2.89
C 3.91 -0.33 -1.89
C 2.92 -0.12 -0.93
N 1.75 -0.67 -1.31
H 1.31 -1.72 -3.04
H 3.66 -1.41 -3.83
H 4.94 -0.01 -1.86
H 3.03 0.38 0.02
*
```

The value obtained for the frontier orbital gap is 6.436 eV. As for the HOMO energy: -19.59 eV.

Table of natural (NBO) atomic charges, one value per atom, all in e:
1. Zr 2.381
2. C -0.248
3. C -0.241
4. N -0.747
5. C -0.237
6. C -0.524
7. S 0.292
8. C -0.536
9. C -0.237
10. N -0.737
11. H 0.229
12. H 0.268
13. H 0.238
14. H 0.262
15. H 0.427
16. H 0.232
17. H 0.262
18. H 0.295
19. H 0.251
20. H 0.291
21. H 0.268
22. H 0.226
23. H 0.262
24. H 0.424
25. S 1.152
26. N -0.559
27. C 0.068
28. C -0.055
29. C -0.014
30. C -0.219
31. C 0.076
32. N -0.692
33. C 0.251
34. C 0.127
35. N -0.641
36. C 0.064
37. C -0.216
38. C -0.053
39. C 0.028
40. C 0.144
41. N -0.581
42. H 0.291
43. H 0.287
44. H 0.225
45. H 0.211
46. H 0.284
47. H 0.289
48. C -0.585
49. C -0.575
50. C 0.658
51. N -0.664
52. H 0.280
53. H 0.228
54. H 0.232
55. H 0.307
56. H 0.313
57. N -0.305
58. C 0.056
59. C -0.279
60. C 0.001
61. N -0.481
62. H 0.435
63. H 0.285
64. H 0.292
65. H 0.232



Density functional theory data (ωB97M-V/def2-TZVPD) for a 2-piece molecular cluster, C4H4ClFO overall.

```
! wB97M-V def2-TZVPD RIJCOSX def2/J DEFGRID3
* xyz 0 1
F -0.68 1.56 1.61
C -1.34 0.73 0.75
C -2.37 0.46 0.05
C -1.03 -0.50 0.01
H -3.30 0.66 -0.24
H -0.99 -1.51 0.34
H -0.55 -0.41 -0.91
O 2.16 0.93 -0.19
C 2.52 -0.15 -0.53
Cl 2.78 -1.42 0.64
H 2.79 -0.35 -1.54
*
```

The value obtained for the frontier orbital gap is 10.503 eV. The SMILES is FC1=CC1.O=CCl. The value obtained for the energy above the lowest of the compared OMol25 structures with the same formula, charge and spin is 280.2 kJ/mol. As for the HOMO energy: -9.87 eV.

Table of natural (NBO) atomic charges, one value per atom, all in e:
1. F -0.303
2. C 0.399
3. C -0.253
4. C -0.427
5. H 0.216
6. H 0.194
7. H 0.173
8. O -0.468
9. C 0.369
10. Cl -0.053
11. H 0.153



Density functional theory data (ωB97M-V/def2-TZVPD) for a 2-piece molecular cluster, C4H13N3O overall.

```
! wB97M-V def2-TZVPD RIJCOSX def2/J DEFGRID3
* xyz 0 1
C 0.18 2.16 1.22
N 0.88 1.29 2.16
C 0.51 0.09 2.31
N -0.79 -0.43 2.31
H 0.81 2.18 0.32
H 0.15 3.16 1.67
H -0.79 1.80 0.86
H 1.26 -0.66 2.63
H -1.02 -0.89 3.18
H -1.48 0.28 2.09
C -1.68 -1.54 -1.49
N -0.62 -0.53 -1.48
C 0.54 -0.95 -2.20
O 1.46 0.13 -2.32
H -2.14 -1.61 -2.48
H -2.45 -1.23 -0.78
H -1.33 -2.55 -1.22
H -0.39 -0.31 -0.52
H 1.05 -1.81 -1.73
H 0.28 -1.29 -3.21
H 0.92 0.92 -2.31
*
```

The value obtained for the frontier orbital gap is 9.587 eV. The SMILES is C/N=C\N.CNCO. The value obtained for the energy above the lowest of the compared OMol25 structures with the same formula, charge and spin is 243.3 kJ/mol. As for the HOMO energy: -8.78 eV.

Table of natural (NBO) atomic charges, one value per atom, all in e:
1. C -0.449
2. N -0.477
3. C 0.282
4. N -0.858
5. H 0.211
6. H 0.210
7. H 0.157
8. H 0.163
9. H 0.389
10. H 0.371
11. C -0.416
12. N -0.649
13. C 0.104
14. O -0.721
15. H 0.192
16. H 0.203
17. H 0.169
18. H 0.360
19. H 0.140
20. H 0.145
21. H 0.471



Density functional theory data (ωB97M-V/def2-TZVPD) for C27H77N5NbO8P2S2Si as an isolated structure.

```
! wB97M-V def2-TZVPD RIJCOSX def2/J DEFGRID3
* xyz -1 1
C 3.43 -2.74 4.80
C 2.54 -2.96 3.52
O 1.39 -2.14 3.53
C 0.73 -2.17 2.22
Nb 0.06 0.00 1.81
S 1.19 -0.21 -0.44
C -1.81 -0.87 0.83
C -3.12 -0.08 1.15
O -3.97 -0.75 2.11
Si -5.36 0.16 2.48
C -6.63 -0.80 3.52
C -6.28 0.76 0.90
C -4.85 1.72 3.47
O -0.60 1.94 1.47
C 0.43 2.87 1.17
C 0.78 3.77 2.44
C 0.72 5.30 2.07
O -0.05 3.44 3.55
P 2.32 0.72 2.83
N 2.24 1.21 4.37
P -1.00 -0.08 4.18
S -1.94 -1.80 4.49
H 3.53 -3.68 5.39
H 3.01 -1.96 5.48
H 4.46 -2.41 4.54
H 3.19 -2.71 2.65
H 2.21 -4.03 3.46
H 1.39 -2.55 1.42
H -0.16 -2.84 2.36
H 0.49 -1.17 -1.11
H -1.97 -1.94 1.09
H -1.65 -0.81 -0.27
H -3.72 -0.06 0.20
H -2.97 0.99 1.45
H -7.46 -0.08 3.77
H -6.21 -1.22 4.47
H -7.12 -1.62 2.95
H -7.17 1.37 1.17
H -6.59 -0.11 0.29
H -5.55 1.36 0.32
H -5.38 1.82 4.44
H -3.77 1.61 3.71
H -4.97 2.65 2.86
H 0.01 3.58 0.41
H 1.34 2.44 0.70
H 1.84 3.55 2.70
H 0.97 5.86 3.00
H 1.47 5.55 1.28
H -0.30 5.60 1.73
H 0.57 3.43 4.29
H 3.22 -0.39 2.72
H 2.96 1.79 2.09
H 2.82 0.58 4.92
H 0.01 -0.03 5.20
H -1.85 1.04 4.44
C 4.71 4.72 -3.76
C 3.27 5.16 -3.56
C 3.08 6.08 -2.34
O 3.08 5.40 -1.09
C 4.37 5.14 -0.57
N 2.41 3.98 -3.49
H 5.01 3.94 -3.05
H 4.85 4.30 -4.76
H 5.41 5.56 -3.66
H 2.99 5.74 -4.44
H 2.09 6.54 -2.41
H 3.80 6.90 -2.33
H 5.08 5.93 -0.81
H 4.74 4.17 -0.93
H 4.28 5.07 0.52
H 1.44 4.28 -3.45
H 2.57 3.54 -2.59
C 2.89 -0.83 -6.54
C 2.82 -0.57 -5.04
C 3.26 -1.77 -4.19
O 2.28 -2.80 -4.08
C 2.26 -3.70 -5.17
N 1.48 -0.12 -4.69
H 2.07 -1.46 -6.89
H 2.83 0.11 -7.10
H 3.83 -1.32 -6.82
H 3.52 0.25 -4.83
H 3.41 -1.41 -3.16
H 4.22 -2.18 -4.52
H 3.26 -3.88 -5.57
H 1.59 -3.34 -5.96
H 1.86 -4.65 -4.81
H 1.48 0.14 -3.71
H 0.87 -0.93 -4.73
C 8.03 -2.99 0.11
C 6.72 -2.24 -0.13
C 6.21 -2.36 -1.58
O 6.90 -1.54 -2.51
C 8.12 -2.08 -3.00
N 6.89 -0.84 0.27
H 8.89 -2.46 -0.30
H 8.21 -3.09 1.19
H 8.00 -3.99 -0.32
H 5.97 -2.70 0.51
H 5.18 -2.02 -1.60
H 6.20 -3.40 -1.92
H 8.07 -3.17 -3.10
H 8.95 -1.80 -2.35
H 8.31 -1.65 -3.98
H 5.99 -0.37 0.20
H 7.46 -0.39 -0.43
C -10.33 -1.84 1.98
C -9.91 -1.59 0.54
C -10.91 -2.13 -0.50
O -10.85 -3.54 -0.69
C -11.57 -4.29 0.26
N -8.56 -2.13 0.34
H -10.18 -2.88 2.29
H -9.75 -1.22 2.66
H -11.39 -1.59 2.13
H -9.86 -0.50 0.41
H -10.65 -1.70 -1.47
H -11.94 -1.82 -0.27
H -12.48 -3.78 0.59
H -10.94 -4.53 1.13
H -11.85 -5.24 -0.20
H -8.25 -1.87 -0.59
H -8.65 -3.14 0.30
*
```

The value obtained for the frontier orbital gap is 5.349 eV. As for the HOMO energy: -4.24 eV.

Here are the Mulliken charges for atoms 1 to 99, given in e:
1. C -1.105
2. C -0.070
3. O -0.027
4. C -0.750
5. Nb 0.111
6. S -0.265
7. C -0.907
8. C -0.170
9. O -0.346
10. Si 0.645
11. C -1.008
12. C -0.991
13. C -0.704
14. O -0.481
15. C -0.382
16. C 0.443
17. C -1.335
18. O -0.534
19. P 0.542
20. N -0.752
21. P 0.328
22. S -0.487
23. H 0.317
24. H 0.252
25. H 0.282
26. H 0.020
27. H 0.388
28. H 0.357
29. H 0.306
30. H 0.097
31. H 0.253
32. H 0.414
33. H 0.176
34. H 0.289
35. H 0.263
36. H 0.342
37. H 0.228
38. H 0.353
39. H 0.159
40. H 0.370
41. H 0.360
42. H -0.133
43. H 0.323
44. H 0.276
45. H -0.021
46. H 0.208
47. H 0.361
48. H 0.130
49. H 0.373
50. H 0.333
51. H -0.069
52. H -0.062
53. H 0.214
54. H 0.088
55. H -0.080
56. C -1.402
57. C 0.358
58. C -0.789
59. O -0.194
60. C -0.710
61. N -0.602
62. H 0.238
63. H 0.343
64. H 0.362
65. H 0.378
66. H 0.313
67. H 0.403
68. H 0.345
69. H 0.214
70. H 0.234
71. H 0.259
72. H 0.252
73. C -1.575
74. C 0.292
75. C -0.030
76. O -0.294
77. C -0.774
78. N -0.715
79. H 0.286
80. H 0.392
81. H 0.333
82. H 0.390
83. H -0.055
84. H 0.375
85. H 0.312
86. H 0.245
87. H 0.253
88. H 0.257
89. H 0.342
90. C -1.518
91. C 0.435
92. C -0.395
93. O -0.329
94. C -0.739
95. N -0.719
96. H 0.285
97. H 0.370
98. H 0.336
99. H 0.310



Density functional theory data (ωB97M-V/def2-TZVPD) for the molecule C3H5NO2.

```
! wB97M-V def2-TZVPD RIJCOSX def2/J DEFGRID3
* xyz 0 1
C -1.93 0.68 0.16
C -0.25 -0.72 -0.57
O -0.53 0.48 -0.06
N 1.09 -0.92 -0.47
C 2.08 -0.15 0.18
O 3.21 -0.54 0.28
H -2.50 0.05 -0.52
H -2.16 1.74 0.02
H -2.14 0.39 1.20
H 1.42 -1.82 -0.79
H 1.71 0.81 0.57
*
```

The value obtained for the frontier orbital gap is 9.840 eV. The value obtained for the energy above the lowest of the compared OMol25 structures with the same formula, charge and spin is 238.9 kJ/mol. As for the HOMO energy: -9.19 eV.

Table of natural (NBO) atomic charges, one value per atom, all in e:
1. C -0.248
2. C 0.327
3. O -0.531
4. N -0.683
5. C 0.535
6. O -0.541
7. H 0.205
8. H 0.192
9. H 0.186
10. H 0.414
11. H 0.143



Density functional theory data (ωB97M-V/def2-TZVPD) for a 3-piece molecular cluster, C6H11NO2S overall.

```
! wB97M-V def2-TZVPD RIJCOSX def2/J DEFGRID3
* xyz 0 1
C 3.62 -1.41 -1.31
C -1.56 -0.81 -0.57
C -0.41 -1.38 0.20
C -1.25 0.57 -1.17
C -0.29 -0.44 1.38
C -0.63 1.52 -0.08
N 0.31 0.74 0.74
O 4.44 -0.71 -0.94
O 2.93 -2.24 -1.74
S 1.22 2.09 2.62
H -1.90 -1.45 -1.41
H -2.41 -0.64 0.04
H -0.79 -2.32 0.54
H 0.54 -1.41 -0.44
H -0.51 0.50 -1.93
H -2.13 1.16 -1.54
H -1.43 -0.16 1.71
H 0.21 -0.85 2.17
H -0.08 2.34 -0.61
H -1.47 1.88 0.56
H 1.59 3.02 1.77
*
```

The value obtained for the frontier orbital gap (spin up / spin down) is 7.465 / 7.466 eV. The value obtained for the energy above the lowest of the compared OMol25 structures with the same formula, charge and spin is 211.7 kJ/mol. As for the HOMO energy (spin up / spin down): -8.73 / -8.73 eV.

Table of natural (NBO) atomic charges, one value per atom, all in e:
1. C 1.021
2. C -0.401
3. C -0.418
4. C -0.390
5. C -0.234
6. C -0.263
7. N -0.292
8. O -0.493
9. O -0.528
10. S -0.160
11. H 0.213
12. H 0.199
13. H 0.224
14. H 0.228
15. H 0.201
16. H 0.220
17. H 0.147
18. H 0.214
19. H 0.214
20. H 0.187
21. H 0.111



Q: Which strongest force on any atom values were calculated for the entries above? A: 1.5, 4.1, 2.2, 4.2, 0.6, 5.4, in eV/A.
Q: Which total energy values were calculated for the entries above? A: -61685.57056, -21496.31369, -10875.15638, -102750.88990, -8775.21839, -22817.92795, in eV.
Q: Which molar mass values were calculated for the entries above? A: 598.92, 122.53, 119.17, 847.01, 87.08, 161.23, in g/mol.